A 2-piece molecular cluster, C9H14 overall. Source: OMol25; level of theory: ωB97M-V/def2-TZVPD.

The calculation puts the highest occupied orbital energy (alpha / beta) at 1.286 / -3.533 eV. Its total charge is -1. Its LUMO energy (alpha / beta) is 3.92 / 3.85 eV. The energy above the lowest of the compared OMol25 structures with the same formula, charge and spin is 44.06 kJ/mol. Its HOMO-LUMO gap (alpha / beta) is 2.632 / 7.385 eV. The multiplicity is 2.

Positions of all 23 atoms, in Å:
C: 2.2111 -1.9965 -0.8772
C: -0.9818 0.8802 -1.1755
C: -1.2548 -0.4578 -1.0264
C: 0.3174 1.2936 -1.2846
C: -0.2572 -1.3862 -0.9410
C: 1.3463 0.3343 -1.2192
C: 1.0893 -0.9889 -1.0434
H: -1.8194 1.6047 -1.2156
H: -2.3146 -0.7988 -0.9748
H: 0.5133 2.3395 -1.4186
H: -0.5040 -2.4307 -0.7709
H: 2.3965 0.6935 -1.3265
H: 1.8778 -2.7858 -0.2611
H: 3.0518 -1.5591 -0.3467
H: 2.5584 -2.3217 -1.8484
C: -0.5966 1.4155 2.5869
C: -1.7099 0.7329 3.3665
H: -0.4291 0.8450 1.6503
H: -0.8569 2.4448 2.3975
H: 0.3575 1.3099 3.1816
H: -1.4228 -0.2791 3.5642
H: -1.7993 1.2742 4.3099
H: -2.5928 0.7008 2.7428



A 14-piece molecular cluster, C6H41NO14 overall. Source: OMol25; level of theory: ωB97M-V/def2-TZVPD.

The calculation puts the highest occupied orbital energy at -9.848 eV. Its total charge is 0. Its LUMO energy is -0.47 eV. The energy above the lowest of the compared OMol25 structures with the same formula, charge and spin is 522.29 kJ/mol. Its HOMO-LUMO gap is 9.380 eV.

Positions of all 62 atoms, in Å:
C: 1.1626 -0.2139 -0.4321
N: 1.9747 0.9701 -0.8148
C: 1.0364 2.0523 -1.1286
O: 0.0365 2.3504 -0.2066
C: 2.0574 -1.4661 0.0002
C: 1.3873 -2.6187 0.6776
C: 2.4556 -3.4569 1.4209
C: 0.4103 -2.2546 1.7401
H: 0.3750 0.0454 0.3310
H: 0.5889 -0.5394 -1.1835
H: 2.5572 1.4151 -0.0240
H: 0.3151 1.7586 -1.9978
H: 1.7062 2.9236 -1.3020
H: 0.3944 2.7965 0.6531
H: 2.6211 -1.7962 -0.9414
H: 2.8808 -1.0870 0.7020
H: 0.9131 -3.2409 -0.1854
H: 2.2816 -3.4539 2.5455
H: 2.4880 -4.4502 0.8565
H: 3.4068 -2.8563 1.2604
H: 0.8505 -1.2812 2.0921
H: -0.6388 -1.9910 1.5307
H: 0.3442 -3.1386 2.4505
H: 0.0714 3.8414 2.9025
H: -1.1419 3.0258 2.9678
O: -0.4230 3.3133 2.3786
H: 2.4783 -2.7202 -4.3302
H: 1.4291 -3.4197 -3.6278
O: 1.6929 -3.1940 -4.5533
H: -2.9455 3.4255 1.5405
H: -1.7360 3.6213 0.6814
O: -2.7124 3.6621 0.6005
H: -0.5933 -2.4988 -3.8900
H: -0.3022 -2.2002 -5.3050
O: -0.9716 -2.0172 -4.5839
H: 4.0805 -0.4437 -3.2516
H: 3.7387 0.1150 -1.7004
O: 4.4031 -0.0198 -2.3660
H: -3.0058 1.7075 2.9949
H: -3.2702 3.0057 3.8661
O: -2.7815 2.6186 3.0660
H: -2.0371 0.1698 5.2175
H: -1.0916 1.1090 4.5868
O: -1.9262 1.1624 5.0964
H: -2.5311 -1.0344 -0.3478
H: -3.2123 -1.2195 -1.7743
O: -2.5529 -1.6601 -1.1786
H: 2.0218 0.0185 -2.8844
H: 1.1650 -0.8354 -3.9155
O: 2.0851 -0.4236 -3.7803
H: -3.5539 -0.4258 2.2745
H: -4.7148 -0.4785 3.1672
O: -3.8419 -0.1993 3.2456
H: -3.4424 1.8120 -0.0692
H: -2.0953 1.1804 0.2804
O: -3.0809 1.0204 0.3117
H: 2.1453 3.1883 2.9140
H: 1.3792 1.8723 2.9625
O: 1.8421 2.3901 2.3319
H: -0.5548 -3.6733 -2.6872
H: -0.8821 -2.3198 -1.9010
O: -0.1804 -2.9048 -2.3075



A 8-piece molecular cluster, H16O8 overall. Source: OMol25; level of theory: ωB97M-V/def2-TZVPD.

The calculation puts the highest occupied orbital energy at -10.500 eV. Its total charge is 0. Its LUMO energy is -0.20 eV. The energy above the lowest of the compared OMol25 structures with the same formula, charge and spin is 402.58 kJ/mol. Its HOMO-LUMO gap is 10.297 eV.

Positions of all 24 atoms, in Å:
O: 0.8926 -0.1645 -0.8453
H: 0.3637 0.2420 -0.1125
H: 0.9459 -1.0009 -0.5500
O: 3.2511 -4.4923 1.1281
H: 3.6396 -3.7140 0.5729
H: 2.5358 -4.1697 1.6520
O: -4.1823 1.7520 0.3289
H: -3.4013 1.2930 -0.1215
H: -4.0726 2.6105 -0.1091
O: -3.1918 -1.0028 -0.5815
H: -3.4758 -1.8039 -1.1394
H: -2.3604 -0.7949 -0.9889
O: 0.2724 0.9623 -5.4092
H: 1.0239 0.3627 -5.2518
H: -0.3957 0.3372 -5.2120
O: 3.4436 -0.2129 2.7356
H: 4.1088 -0.2795 3.4281
H: 2.6133 -0.3724 3.1903
O: 1.2358 1.9336 1.6623
H: 1.4530 1.1340 1.1467
H: 0.6412 2.4273 0.9553
O: -1.9847 1.3466 0.9608
H: -2.3618 1.9850 1.5724
H: -0.9941 1.6215 0.9876



C6H3O5Rb as an isolated structure. Source: OMol25; level of theory: ωB97M-V/def2-TZVPD.

The calculation puts the highest occupied orbital energy at -17.469 eV. Its total charge is +2. Its LUMO energy is -8.19 eV. The energy above the lowest of the compared OMol25 structures with the same formula, charge and spin is 89.47 kJ/mol. Its HOMO-LUMO gap is 9.283 eV.

Positions of all 15 atoms, in Å:
C: 1.5101 -0.2733 -0.3829
C: 0.5995 -1.2262 0.1653
O: 0.4681 -3.5737 -0.7230
C: 0.5298 -2.5179 -0.3514
O: 1.1469 0.9370 -0.2070
H: 2.4918 -0.5124 -0.8031
Rb: 2.7696 4.2870 -1.9743
H: -0.0770 -1.2555 1.6963
O: -1.3481 1.5213 0.1739
C: -2.2581 0.5736 -0.2024
C: -0.2806 0.9353 0.7914
O: -3.2483 0.7977 -0.8105
O: -1.7934 -0.6389 0.1422
C: -0.5648 -0.5152 0.7992
H: 0.0546 1.4612 1.6863



A 3-piece molecular cluster, C22H26ClF2N3O2PS overall. Source: OMol25; level of theory: ωB97M-V/def2-TZVPD.

The calculation puts the highest occupied orbital energy at -10.761 eV. Its total charge is +1. Its LUMO energy is -4.34 eV. The energy above the lowest of the compared OMol25 structures with the same formula, charge and spin is 450.71 kJ/mol. Its HOMO-LUMO gap is 6.423 eV.

Positions of all 58 atoms, in Å:
C: 6.7429 -3.6870 -0.8064
C: 5.5969 -2.6395 -0.2933
C: 4.9538 -3.2775 1.0682
C: 5.6634 -2.6374 2.3615
C: 3.3565 -3.2757 1.0861
C: 2.7041 -4.4003 0.2502
O: 3.2607 -5.4292 -0.5731
C: 3.0394 -4.9357 -1.9147
N: 2.6939 -4.8237 -3.0716
N: 1.2897 -4.1348 0.5064
Cl: 0.0437 -5.0989 -0.2131
C: 1.0524 -2.9935 1.3769
C: -0.4067 -2.5083 1.7968
O: -0.5618 -1.0729 1.8529
C: -1.6281 -0.7524 2.8041
N: 2.3630 -2.4286 1.7311
P: 2.6988 -1.0039 2.7320
S: 2.9338 -1.4978 4.6215
H: 7.5870 -3.7199 -0.0122
H: 7.1545 -3.4146 -1.8391
H: 6.3259 -4.7686 -0.8402
H: 4.7764 -2.6600 -1.0898
H: 6.0641 -1.6097 -0.1290
H: 5.2728 -4.3930 1.0459
H: 6.7603 -2.9812 2.3849
H: 5.7064 -1.4923 2.1777
H: 5.1162 -2.8069 3.3491
H: -0.6558 -2.9073 2.8568
H: -1.1577 -2.9466 1.0522
H: -2.0866 0.2481 2.4640
H: -1.1836 -0.6951 3.8716
H: -2.4628 -1.5580 2.8251
H: 1.5783 -0.0870 2.6968
H: 3.8717 -0.2822 2.3339
F: -1.9280 2.3627 3.1714
C: -2.4469 3.0670 2.1485
C: -3.7453 2.8111 1.7353
C: -4.2836 3.5426 0.6810
C: -3.5134 4.5138 0.0455
C: -2.2090 4.7586 0.4658
C: -1.6739 4.0352 1.5271
H: -4.3268 2.0457 2.2368
H: -5.3012 3.3561 0.3546
H: -3.9326 5.0808 -0.7795
H: -1.6092 5.5127 -0.0330
H: -0.6633 4.2188 1.8733
F: -5.3500 5.9823 -2.5563
C: -5.2932 4.9696 -3.4363
C: -6.1792 3.9101 -3.3139
C: -6.1236 2.8632 -4.2287
C: -5.1755 2.8824 -5.2490
C: -4.2875 3.9488 -5.3594
C: -4.3498 5.0012 -4.4516
H: -6.9048 3.9085 -2.5085
H: -6.8175 2.0332 -4.1465
H: -5.1300 2.0631 -5.9597
H: -3.5470 3.9602 -6.1523
H: -3.6721 5.8436 -4.5279



Listing max |F| for the structures above in their given order: 0.0699, 0.0989, 0.1024, 0.0873, 0.1245 hartree/bohr.